[1]
Below is C16H24Ca2NO15 as an isolated structure in a non-equilibrium geometry, with properties calculated with ωB97M-V/def2-TZVPD.

Its expectation value of S² is 0.750. Its orbital gap (spin up / spin down) is 4.99 / 6.34 eV. Its net charge is +2. The value obtained for the HOMO energy (spin up / spin down) is -12.4355 / -14.0775 eV. The spin multiplicity is 2.

Last column: Mulliken charge in e.
CARTESIAN COORDINATES (ANGSTROEM)
Ca  -0.449  -1.181  4.629  1.378
Ca  1.992  -3.377  1.739  1.011
N  0.195  -0.600  1.282  0.615
O  0.157  0.411  0.647  -0.407
O  0.873  -1.477  0.888  -0.309
O  -0.477  -0.780  2.307  -0.341
C  -7.034  -1.866  2.685  -1.338
C  -5.587  -2.097  2.160  0.342
C  -4.927  -0.926  1.411  -0.469
O  -3.834  -0.546  2.157  -0.190
C  -3.730  -1.301  3.255  0.507
O  -2.851  -1.155  4.055  -0.554
O  -4.703  -2.237  3.288  -0.331
H  -7.648  -1.632  1.816  0.409
H  -7.186  -0.941  3.241  0.355
H  -7.380  -2.791  3.146  0.360
H  -5.470  -2.964  1.510  0.295
H  -5.686  -0.159  1.256  0.321
H  -4.620  -1.195  0.400  0.323
C  4.224  -4.158  -4.176  -1.335
C  3.324  -2.963  -4.178  0.454
C  1.782  -3.130  -4.517  -0.475
O  1.283  -3.526  -3.344  -0.300
C  2.025  -3.063  -2.309  0.513
O  1.691  -3.192  -1.125  -0.516
O  3.198  -2.554  -2.801  -0.354
H  4.807  -4.416  -5.061  0.402
H  3.540  -4.973  -3.943  0.322
H  4.950  -4.123  -3.364  0.289
H  3.868  -2.194  -4.726  0.408
H  1.481  -3.927  -5.197  0.317
H  1.275  -2.248  -4.908  0.283
C  3.445  0.210  -1.758  -1.366
C  3.686  1.619  -1.160  0.313
C  3.311  1.818  0.299  0.166
O  4.540  2.290  0.931  -0.363
C  5.485  2.230  -0.034  0.582
O  6.654  2.519  0.047  -0.553
O  5.056  1.866  -1.195  -0.344
H  3.888  -0.541  -1.104  0.300
H  3.951  0.119  -2.719  0.343
H  2.456  -0.225  -1.903  0.394
H  3.362  2.364  -1.887  0.308
H  3.208  0.793  0.653  0.050
H  2.361  2.337  0.430  0.140
C  -0.364  5.068  1.328  -1.505
C  -1.770  4.610  0.982  0.514
C  -1.691  3.179  0.571  -0.020
O  -2.522  2.537  1.587  -0.284
C  -2.891  3.469  2.563  0.583
O  -3.555  3.302  3.537  -0.505
O  -2.586  4.665  2.058  -0.399
H  -0.219  4.817  2.379  0.365
H  -0.291  6.152  1.407  0.400
H  0.421  5.026  0.573  0.395
H  -2.091  5.156  0.095  0.315
H  -0.681  2.784  0.463  -0.100
H  -2.244  3.116  -0.366  0.290

[2]
Below is C16H24Cl3N2OS2V as an isolated structure in a non-equilibrium geometry, with properties calculated with ωB97M-V/def2-TZVPD.

Its expectation value of S² is 3.761. Its orbital gap (spin up / spin down) is 5.88 / 6.07 eV. Its net charge is -1. The value obtained for the HOMO energy (spin up / spin down) is -3.1488 / -3.3427 eV. The energy above the lowest of the compared OMol25 structures with the same formula, charge and spin comes out at 7.53 kcal/mol. The spin multiplicity is 4.

Last column: Mulliken charge in e.
CARTESIAN COORDINATES (ANGSTROEM)
V  0.476  -0.383  0.011  0.537
Cl  -4.326  0.358  6.194  -0.264
C  -3.297  0.212  4.764  0.366
C  -2.661  1.325  4.277  -0.703
C  -1.826  1.214  3.166  0.731
Cl  -0.921  2.596  2.647  -0.233
C  -1.639  -0.003  2.430  -1.161
O  -1.108  -0.092  1.271  0.293
C  -2.228  -1.098  3.107  0.601
Cl  -1.980  -2.739  2.475  -0.262
C  -3.103  -0.999  4.169  -0.803
H  -2.807  2.295  4.748  0.388
H  -3.560  -1.870  4.545  0.495
C  4.963  0.547  1.465  -1.422
C  3.741  0.178  0.667  0.500
S  2.249  -0.187  1.634  -0.532
C  3.792  0.219  -0.664  0.422
C  4.938  0.692  -1.515  -1.406
S  2.422  -0.254  -1.655  -0.545
H  5.166  1.639  1.481  0.247
H  5.878  0.085  1.040  0.314
H  4.845  0.204  2.509  0.349
H  5.870  0.663  -0.977  0.373
H  4.736  1.691  -1.900  0.236
H  4.981  0.072  -2.397  0.317
C  -0.250  2.415  -1.283  -1.012
N  -0.923  1.106  -1.330  0.929
C  -2.336  1.288  -1.022  -1.053
C  -0.791  0.591  -2.697  -0.848
C  -1.196  -0.819  -2.790  -1.370
N  -0.597  -1.666  -1.733  0.994
C  0.340  -2.678  -2.258  -1.367
C  -1.724  -2.381  -1.089  -1.273
H  -0.655  3.108  -2.052  0.350
H  0.830  2.257  -1.446  0.207
H  -0.373  2.892  -0.279  0.181
H  -2.811  2.200  -1.497  0.286
H  -2.453  1.422  0.056  0.070
H  -2.928  0.439  -1.378  0.322
H  0.243  0.785  -3.028  0.512
H  -1.434  1.137  -3.400  0.381
H  -1.044  -1.240  -3.769  0.380
H  -2.275  -0.865  -2.624  0.475
H  -0.161  -3.399  -2.920  0.342
H  0.782  -3.231  -1.444  0.247
H  1.149  -2.131  -2.786  0.461
H  -2.275  -3.010  -1.843  0.298
H  -2.386  -1.646  -0.609  0.319
H  -1.334  -2.942  -0.267  0.331

[3]
Below is a 2-piece molecular cluster, C16H24FN3O8P overall in a non-equilibrium geometry, with properties calculated with ωB97M-V/def2-TZVPD.

Its orbital gap is 7.14 eV. Its net charge is +1. The value obtained for the HOMO energy is -11.8303 eV.

Last column: Mulliken charge in e.
CARTESIAN COORDINATES (ANGSTROEM)
C  -0.360  2.686  1.300  -0.661
C  -1.406  3.819  1.355  -0.749
C  -2.414  3.680  0.238  -0.405
O  -3.145  2.474  0.444  -0.244
C  -3.880  2.015  -0.676  -1.410
C  -3.274  0.699  -1.110  0.719
C  -2.040  0.708  -1.755  -0.050
C  -1.480  -0.498  -2.129  0.253
C  -0.145  -0.561  -2.809  0.059
O  0.118  0.018  -3.789  -0.417
O  0.759  -1.455  -2.217  -0.358
C  0.952  -1.216  -0.912  0.431
O  0.973  -0.119  -0.445  -0.478
N  1.195  -2.343  -0.090  -0.020
C  0.065  -3.156  0.083  0.626
O  -0.322  -3.967  -0.674  -0.426
F  -0.582  -2.920  1.213  -0.240
C  -2.134  -1.702  -1.882  -0.838
C  -3.352  -1.657  -1.231  -0.358
N  -3.882  -0.476  -0.853  0.120
P  -5.492  -0.483  0.051  0.143
N  -4.807  -0.497  1.602  -0.557
O  -5.952  -2.008  -0.174  -0.459
H  0.617  3.091  1.548  0.411
H  -0.576  1.910  2.027  0.258
H  -0.289  2.234  0.317  -0.028
H  -1.914  3.743  2.310  0.279
H  -0.891  4.768  1.254  0.399
H  -3.071  4.550  0.205  0.387
H  -1.861  3.652  -0.704  0.320
H  -3.784  2.721  -1.496  0.537
H  -4.928  1.923  -0.410  0.525
H  -1.528  1.630  -1.967  0.548
H  1.459  -1.974  0.820  0.331
H  -1.698  -2.637  -2.185  0.840
H  -3.864  -2.577  -1.007  0.551
H  -5.525  -0.350  2.305  0.302
H  -4.134  0.264  1.685  0.298
H  -6.034  -2.489  0.666  0.351
O  6.574  0.380  2.875  -0.538
C  6.287  -0.318  1.946  0.732
O  6.120  0.249  0.731  -0.368
C  5.950  -0.505  -0.468  -0.691
C  4.498  -0.878  -0.687  -0.680
C  6.027  -1.800  2.115  -0.878
H  6.609  -1.374  -0.480  0.414
H  6.284  0.150  -1.270  0.331
H  4.126  -1.523  0.112  0.173
H  4.373  -1.399  -1.638  0.393
H  3.881  0.022  -0.693  0.297
H  4.993  -1.941  2.426  0.204
H  6.683  -2.169  2.899  0.311
H  6.221  -2.392  1.224  0.310

[4]
Below is a 2-piece molecular cluster, C16H24FN5O13P overall in a non-equilibrium geometry, with properties calculated with ωB97M-V/def2-TZVPD.

Its orbital gap is 8.21 eV. Its net charge is -1. The value obtained for the HOMO energy is -5.9487 eV.

Last column: Mulliken charge in e.
CARTESIAN COORDINATES (ANGSTROEM)
O  -5.173  -4.791  6.219  -0.704
O  -1.625  -3.585  4.016  -0.670
O  1.247  2.802  -6.284  -0.710
O  0.347  0.989  -0.833  -0.805
O  4.434  4.107  -1.897  -0.694
O  2.097  -4.610  -0.430  -0.710
O  -0.259  2.680  -2.109  -0.713
F  -6.896  -3.040  4.781  -0.325
O  -2.452  -2.423  1.320  -0.608
O  -2.103  0.553  3.316  -0.675
O  -1.395  0.528  0.865  -0.687
O  2.517  -4.060  1.996  -0.474
O  3.645  -2.766  0.101  -0.501
O  1.119  -2.459  0.486  0.205
C  -4.726  -4.035  5.372  0.298
C  -2.814  -3.359  4.168  0.365
C  1.359  3.357  -5.201  0.677
C  0.613  1.969  -1.566  0.524
C  3.852  3.763  -2.923  -0.067
C  -5.551  -3.123  4.592  0.531
C  -4.923  -2.363  3.634  0.299
N  -5.715  -1.536  2.862  -0.422
N  -3.385  -4.088  5.161  -0.062
N  4.484  3.739  -4.105  -0.128
N  -3.545  -2.454  3.410  0.176
N  1.944  2.731  -4.185  -0.100
C  0.881  4.782  -5.031  -1.043
C  5.885  4.096  -4.309  -0.960
C  -0.105  -2.966  1.031  -0.923
C  -2.893  -1.606  2.409  -0.121
C  -1.202  -1.912  0.827  0.100
C  -1.708  -0.754  2.882  -0.561
C  -0.912  -0.614  1.597  0.218
C  2.094  2.324  -1.751  -1.156
C  2.373  3.314  -2.896  0.645
P  2.332  -3.513  0.523  0.633
H  -2.047  1.121  2.512  0.409
H  -0.738  0.743  0.113  0.451
H  2.809  -3.266  2.455  0.323
H  3.415  -2.552  -0.812  0.340
H  -6.719  -1.646  2.996  0.284
H  -5.386  -1.309  1.926  0.208
H  -2.846  -4.820  5.595  0.284
H  3.942  3.429  -4.899  0.283
H  2.088  1.744  -4.316  0.200
H  0.130  4.796  -4.241  0.289
H  1.717  5.424  -4.765  0.309
H  0.433  5.119  -5.963  0.327
H  6.515  3.483  -3.662  0.285
H  6.166  3.930  -5.350  0.359
H  6.036  5.147  -4.052  0.284
H  -0.403  -3.891  0.522  0.428
H  0.003  -3.187  2.098  0.456
H  -3.607  -0.885  2.005  0.082
H  -1.279  -1.693  -0.243  0.339
H  -1.114  -1.250  3.652  0.571
H  0.155  -0.485  1.806  0.511
H  2.445  2.761  -0.815  0.340
H  2.663  1.410  -1.929  0.404
H  1.780  4.204  -2.682  0.379